# 1
Below is an isolated ion of composition C4H3N4O and charge +1, with properties calculated with ωB97M-V/def2-TZVPD.

CARTESIAN COORDINATES (ANGSTROEM)
C 0.680 -1.251 1.256
C 0.436 0.500 -0.303
C -2.309 0.116 -0.409
C -0.044 -0.721 0.177
N 1.229 -1.633 2.197
N -0.352 1.182 -1.137
N -1.582 0.890 -1.098
N 1.730 0.873 -0.099
O -3.327 -0.440 -0.110
H -0.953 -1.191 -0.197
H 2.259 0.110 0.276
H 2.233 1.565 -0.555

Results
SMILES string   N#C/C=C(\N)N=[N+]=C=O
HOMO (spin up / spin down)   -15.50 / -15.12 eV
Energy relative to the best compared isomer or geometry (same formula, charge and spin)   1.1471 eV
Spin multiplicity   1
E_tot   -12191.96826 eV
LUMO level (spin up / spin down)   -8.30 / -8.51 eV
Total charge   +1



# 2
Below is H23O12 as an isolated structure, with properties calculated with ωB97M-V/def2-TZVPD.

CARTESIAN COORDINATES (ANGSTROEM)
O 0.946 1.561 2.564
H 1.558 0.968 2.100
H 0.347 0.669 2.862
O 1.280 -1.436 4.769
H 0.681 -0.808 4.967
H 1.213 -1.320 3.800
O 1.964 0.109 -4.003
H 2.661 0.693 -4.079
O -0.767 -2.233 -2.649
H -0.258 -2.496 -1.857
H -0.489 -1.297 -2.566
O -1.288 -1.668 0.835
H -1.521 -2.466 1.162
H -0.176 -1.652 0.195
O 1.822 0.429 -0.534
H 0.972 0.876 -0.244
H 1.363 -0.046 -3.382
O -0.231 1.855 0.158
H 0.007 2.009 1.006
H -1.067 1.423 0.250
O 0.797 -2.015 -0.558
H 1.231 -2.767 -0.152
H 1.543 -0.513 -0.499
O -2.871 1.480 -0.666
H -3.361 2.245 -0.967
H -2.121 1.456 -1.081
O 3.075 2.910 -0.388
H 2.729 2.089 -0.718
H 2.429 3.323 0.122
O -4.132 -0.481 -2.610
H -3.307 -0.887 -2.655
H -4.107 -0.072 -1.777
O -0.370 -0.528 2.865
H -0.911 -0.871 1.935
H -1.192 -0.419 3.312

Results
HOMO (spin up / spin down)   -10.96 / -10.88 eV
Energy relative to the best compared isomer or geometry (same formula, charge and spin)   3.5578 eV
Spin multiplicity   2
E_tot   -24936.66928 eV
LUMO level (spin up / spin down)   -0.83 / -6.89 eV



# 3
Below is a 2-piece molecular cluster, C4H10N overall, with properties calculated with ωB97M-V/def2-TZVPD.

CARTESIAN COORDINATES (ANGSTROEM)
C -1.061 -0.750 1.184
C 0.036 0.277 1.244
C -0.160 1.573 1.015
H -1.422 -0.988 2.185
H -1.917 -0.384 0.619
H -0.693 -1.690 0.773
H 1.019 -0.074 1.550
H 0.623 2.316 1.060
H -1.164 1.928 0.807
C 1.386 -0.573 -1.676
N 0.185 -0.193 -1.813
H 1.879 -0.349 -0.737
H 1.886 -1.127 -2.458
H -0.314 -0.288 -2.694
H -0.282 0.321 -1.060

Results
HOMO   -13.99 eV
Energy relative to the best compared isomer or geometry (same formula, charge and spin)   1.8037 eV
Spin multiplicity   1
E_tot   -5792.05418 eV
LUMO level   -5.53 eV
Total charge   +1



# 4
Below is one molecule with the formula C3H2O, with properties calculated with ωB97M-V/def2-TZVPD.

CARTESIAN COORDINATES (ANGSTROEM)
O 0.627 -0.171 -1.817
C 0.152 -0.195 -0.707
C -0.758 -1.024 0.093
C -0.355 -0.023 0.831
H 0.559 0.761 -0.069
H -0.225 0.652 1.669

Results
HOMO   -9.85 eV
Energy relative to the best compared isomer or geometry (same formula, charge and spin)   3.4879 eV
Spin multiplicity   1
E_tot   -5184.70322 eV
LUMO level   0.39 eV



# 5
Below is C18H30FFeO18 as an isolated structure, with properties calculated with ωB97M-V/def2-TZVPD.

CARTESIAN COORDINATES (ANGSTROEM)
Fe 20.932 3.749 10.832
C 19.588 0.062 12.066
C 20.121 1.440 11.715
O 20.241 2.427 12.462
O 20.517 1.662 10.610
H 19.575 -0.129 13.139
H 20.262 -0.722 11.722
H 18.603 -0.177 11.667
C 20.610 5.370 7.198
C 20.794 4.476 8.377
O 21.777 4.545 9.103
O 19.910 3.825 9.036
H 21.199 5.169 6.303
H 20.774 6.392 7.540
H 19.561 5.458 6.916
C 20.616 7.069 13.105
C 20.755 5.821 12.216
O 21.809 5.254 11.984
O 19.807 5.287 11.598
H 20.152 7.942 12.647
H 21.549 7.277 13.629
H 19.930 6.949 13.944
C 16.116 6.106 6.826
C 15.927 7.392 7.641
O 16.469 7.036 8.894
C 16.406 5.672 8.988
O 16.474 5.011 10.008
O 15.863 5.174 7.853
F 14.640 7.774 7.753
H 17.128 5.848 6.513
H 15.515 6.158 5.918
H 16.422 8.273 7.231
C 18.028 1.661 7.677
O 16.852 0.822 7.599
C 15.927 0.972 8.525
O 15.938 1.704 9.552
O 14.870 0.068 8.202
C 13.693 0.002 8.954
H 18.667 1.330 8.495
H 17.710 2.692 7.832
H 18.623 1.315 6.832
H 13.323 -1.020 9.033
H 12.933 0.580 8.428
H 13.839 0.402 9.958
C 17.712 10.411 3.894
O 18.916 9.872 4.430
C 19.048 9.613 5.698
O 18.225 10.003 6.563
O 20.282 9.230 5.941
C 20.790 9.269 7.287
H 16.831 9.862 4.227
H 17.683 10.150 2.836
H 17.779 11.468 4.152
H 20.938 10.308 7.583
H 21.758 8.775 7.371
H 20.270 8.731 8.080
C 26.068 2.308 10.002
O 24.953 2.959 10.334
C 23.980 2.466 11.214
O 22.851 2.942 11.235
O 24.458 1.553 12.028
C 23.600 0.665 12.755
H 26.827 3.069 9.820
H 25.982 1.688 9.109
H 26.584 1.714 10.756
H 22.997 0.063 12.074
H 23.037 1.174 13.537
H 24.409 0.115 13.235

Results
HOMO (spin up / spin down)   -9.45 / -9.48 eV
Energy relative to the best compared isomer or geometry (same formula, charge and spin)   3.5727 eV
Spin multiplicity   6
E_tot   -93110.92152 eV
LUMO level (spin up / spin down)   0.39 / -0.52 eV



# 6
Below is one molecule with the formula C3H4Br2N2O6, with properties calculated with ωB97M-V/def2-TZVPD.

CARTESIAN COORDINATES (ANGSTROEM)
C -1.162 -0.470 -1.174
C 0.062 -0.281 -0.303
C 0.003 0.826 0.774
N 0.453 -1.608 0.378
N 1.243 0.069 -1.219
O 0.218 -2.588 -0.268
O 0.964 -1.542 1.452
O 1.041 0.954 -1.996
O 2.236 -0.576 -1.074
O -0.788 0.411 1.784
O 1.281 1.158 1.083
Br -2.817 -0.576 -0.159
Br -0.868 2.520 -0.068
H -1.263 0.365 -1.870
H -1.074 -1.410 -1.723
H -0.887 1.059 2.495
H 1.357 1.690 1.887

Results
SMILES string   O=[N+]([O-])C(CBr)([N+](=O)[O-])C(O)(O)Br
HOMO   -10.45 eV
Energy relative to the best compared isomer or geometry (same formula, charge and spin)   0.0000 eV
Spin multiplicity   1
E_tot   -158519.58545 eV
LUMO level   -0.34 eV